(1)
Formula: C3H4FNO3
Source: the OMol25 dataset
Level of theory: wB97M-V/def2-TZVPD

XYZ file:
```
12
Properties=species:S:1:pos:R:3:lowdin_charge:R:1
O 0.7141 -2.6723 0.8256 0.11
N 0.2983 -1.7377 1.4619 -0.34
O 0.3528 -1.5606 2.6442 0.13
C -0.4111 -0.6559 0.6879 -0.23
F -1.8446 -0.6768 1.0518 0.03
C -0.0804 -0.7079 -0.8084 -0.04
O 0.3104 0.6835 -0.7085 -0.07
C 0.2319 0.6948 0.7059 -0.09
H 0.8144 -1.3049 -1.2306 0.16
H -0.7764 -0.7653 -1.5540 0.10
H -0.4295 1.3648 1.0958 0.11
H 1.1830 0.8360 1.2179 0.15
```

Its largest force on an atom is 0.070 Eh/bohr. For the energy, the calculation gives -13520.8007 eV. Its SMILES is O=[N+]([O-])C1(F)COC1.



(2)
Formula: C3H4O2S
Source: the OMol25 dataset
Level of theory: wB97M-V/def2-TZVPD

XYZ file:
```
10
Properties=species:S:1:pos:R:3:lowdin_charge:R:1
C -1.4476 0.2968 0.0343 -0.01
C -0.1826 -0.5209 0.0052 -0.40
O -0.0057 -1.6937 -0.1148 0.09
C 1.0853 0.4595 -0.0764 -0.77
O 1.0210 1.6672 -0.0889 0.01
S 2.5903 -0.2836 0.0113 0.96
H -1.5605 0.8709 0.9626 0.10
H -2.3756 -0.2784 -0.0424 0.09
H -1.4004 0.9965 -0.7815 0.09
H 2.2760 -1.5142 0.0907 -0.15
```

Its largest force on an atom is 0.061 Eh/bohr. For the energy, the calculation gives -18105.4176 eV. Its SMILES is CC(=O)C(=O)S.



(3)
Formula: C6H13N2
Source: the OMol25 dataset
Level of theory: wB97M-V/def2-TZVPD

XYZ file:
```
21
Properties=species:S:1:pos:R:3:lowdin_charge:R:1
C -1.5262 -0.4081 -1.5371 0.00
C -0.3838 0.3396 -0.9587 -0.19
N 0.7423 0.7457 -1.6916 0.13
C 1.8847 0.8280 -0.9287 -0.17
C 1.4144 0.5513 0.5881 -0.02
N -0.0110 0.0467 0.4560 -0.27
C -0.0055 -1.4113 0.7744 0.01
C -1.0155 0.6660 1.3346 0.03
H -1.3365 -0.3580 -2.6231 0.12
H -2.5243 -0.0266 -1.3735 0.09
H -1.6507 -1.4092 -1.2431 0.07
H 2.3088 1.7932 -0.8911 0.11
H 2.5189 0.0032 -1.4566 0.18
H 2.1005 -0.0028 1.2310 0.14
H 1.2577 1.4747 1.0243 0.09
H -1.0398 -1.8965 0.8904 0.15
H 0.4684 -1.8621 -0.0110 0.08
H 0.5806 -1.6088 1.6363 0.10
H -1.2912 0.0109 2.2078 0.14
H -0.5745 1.5812 1.6963 0.11
H -1.9173 0.9427 0.8751 0.09
```

Its charge is +1. Its largest force on an atom is 0.161 Eh/bohr. For the energy, the calculation gives -9403.9537 eV. Its SMILES is CC1=NCC[N+]1(C)C.



(4)
Formula: C42H47N9ORbS3Si
Source: the OMol25 dataset
Level of theory: wB97M-V/def2-TZVPD

XYZ file:
```
104
Properties=species:S:1:pos:R:3:lowdin_charge:R:1
Rb -0.1942 0.5566 -0.3770 0.69
C -0.0731 5.1484 5.8765 -0.07
C 0.5549 4.1427 4.9478 -0.31
C 1.8135 4.3438 4.3851 -0.07
C 2.3525 3.4448 3.4885 -0.02
C 1.6830 2.2679 3.0769 -0.26
N 2.1614 1.4981 2.0637 0.08
C 3.4381 1.0741 2.1109 -0.27
C 4.0831 0.6550 3.3047 -0.02
C 5.3469 0.1021 3.3101 -0.07
C 6.0850 -0.0737 2.1410 -0.31
C 7.4403 -0.7284 2.1442 -0.08
C 5.5021 0.3786 0.9647 -0.01
C 4.2421 0.9536 0.9470 -0.14
N 3.8270 1.5720 -0.2677 -0.10
C 4.4942 2.5765 -0.8785 -0.08
C 3.7780 2.9186 -2.0023 -0.07
C 2.6709 2.0552 -1.9764 -0.17
N 2.7099 1.2483 -0.9253 0.05
C 0.4517 2.0338 3.7426 -0.13
C -0.1012 2.9687 4.6104 -0.01
N -0.2230 0.7831 3.6400 -0.09
C -0.7595 0.1067 4.6852 -0.08
C -1.3549 -1.0246 4.1779 -0.06
C -1.1041 -0.9515 2.7983 -0.17
N -0.4284 0.1422 2.4854 0.01
H 0.6085 5.9787 6.0653 0.06
H -0.3295 4.7054 6.8423 0.07
H -0.9924 5.5661 5.4574 0.07
H 2.3737 5.2396 4.6359 0.10
H 3.3183 3.6458 3.0399 0.11
H 3.5387 0.7572 4.2361 0.11
H 5.7726 -0.2210 4.2558 0.10
H 7.8003 -0.8681 3.1645 0.06
H 8.1825 -0.1284 1.6117 0.07
H 7.4181 -1.7123 1.6677 0.07
H 6.0408 0.3067 0.0244 0.12
H 5.4030 2.9624 -0.4510 0.12
H 4.0141 3.6830 -2.7223 0.08
H 1.8345 2.0002 -2.6530 0.07
H -1.0764 2.7553 5.0371 0.11
H -0.6465 0.4728 5.6904 0.11
H -1.8689 -1.7971 4.7227 0.09
H -1.3910 -1.6384 2.0177 0.10
N -4.9961 0.4179 2.0937 0.17
C -4.9670 -0.9620 2.1620 -0.19
C -5.6153 -1.8876 2.9717 -0.03
C -5.3324 -3.2212 2.7374 -0.11
C -4.4377 -3.6219 1.7324 -0.09
C -3.7913 -2.6994 0.9334 -0.02
C -4.0606 -1.3517 1.1633 -0.23
N -3.5403 -0.2412 0.5317 0.20
C -4.1006 0.7764 1.1090 -0.27
C -3.8360 2.1598 0.7248 -0.32
C -4.6799 3.2238 0.8467 -0.36
S -3.9277 4.6232 0.2068 1.01
C -2.5323 3.6837 -0.1630 -0.45
N -2.6211 2.4349 0.1558 0.03
H -5.4092 1.0406 2.7640 0.15
H -6.3062 -1.5859 3.7487 0.10
H -5.8125 -3.9775 3.3453 0.09
H -4.2518 -4.6779 1.5828 0.10
H -3.0927 -2.9730 0.1516 0.05
H -5.6886 3.2353 1.2222 0.07
H -1.6527 4.0958 -0.6330 0.07
C -2.2476 -4.5124 -4.5703 -0.19
Si -1.1650 -4.9969 -3.1122 0.50
C -2.2013 -5.3633 -1.5787 -0.19
C -0.3523 -6.6407 -3.5977 -0.20
C 0.2321 -3.7892 -2.7730 -0.27
C 1.5607 -4.1460 -2.9146 -0.11
C 2.5791 -3.2322 -2.6662 -0.09
C 2.2126 -1.9494 -2.3139 -0.16
N 0.9495 -1.5499 -2.1683 -0.05
C -0.0474 -2.4491 -2.3656 -0.78
S -1.6696 -1.9270 -2.0627 0.51
H -3.0129 -5.2695 -4.7523 0.02
H -1.6450 -4.4208 -5.4768 0.03
H -2.7255 -3.5548 -4.3662 0.00
H -2.7729 -6.2867 -1.7221 0.02
H -2.9033 -4.5535 -1.3915 -0.02
H -1.5663 -5.4932 -0.7022 0.03
H -1.1316 -7.3801 -3.8016 0.02
H 0.2722 -7.0423 -2.7971 0.03
H 0.2642 -6.5505 -4.4944 0.02
H 1.8159 -5.1575 -3.2146 0.08
H 3.6227 -3.5035 -2.7517 0.09
H 2.9598 -1.1813 -2.1364 0.09
C 0.1902 3.9206 -4.7603 -0.13
C -1.2124 3.3486 -4.6616 -0.38
S -1.3864 2.0781 -3.3671 0.90
O -0.5664 2.5948 -2.2204 -0.67
C -0.4387 0.7594 -4.1580 -0.41
C -1.3047 -0.0078 -5.1450 -0.14
H 0.1876 4.8155 -5.3835 0.07
H 0.8908 3.2110 -5.1983 0.07
H 0.5499 4.1864 -3.7661 0.07
H -1.5617 2.9019 -5.5948 0.08
H -1.9279 4.1240 -4.3815 0.08
H -0.1149 0.0977 -3.3492 0.02
H 0.4548 1.1834 -4.6187 0.08
H -2.1238 -0.4916 -4.6149 0.04
H -0.7065 -0.7909 -5.6121 0.08
H -1.7030 0.6258 -5.9415 0.06
```

Its charge is -1. Its largest force on an atom is 0.011 Eh/bohr. For the energy, the calculation gives -100817.8632 eV.



(5)
Formula: C2HClO
Source: the OMol25 dataset
Level of theory: wB97M-V/def2-TZVPD

XYZ file:
```
5
Properties=species:S:1:pos:R:3:lowdin_charge:R:1
C -0.8621 0.0093 -0.1047 -0.12
C -1.6620 0.8561 0.0468 -0.03
O -4.1081 0.9897 0.3741 -0.61
Cl -4.3886 -0.4562 -0.1386 0.69
H 0.1923 -0.4524 -0.1543 0.06
```

Its largest force on an atom is 0.134 Eh/bohr. For the energy, the calculation gives -16649.9481 eV.



(6)
Formula: C5H5F
Source: the OMol25 dataset
Level of theory: wB97M-V/def2-TZVPD

XYZ file:
```
11
Properties=species:S:1:pos:R:3:lowdin_charge:R:1
C -3.2826 -0.2163 0.0824 -0.11
C -1.8551 0.0726 -0.1187 -0.08
C -0.6253 0.2676 -0.0780 -0.04
C 0.7902 0.5730 -0.0108 -0.11
C 1.7522 -0.3652 0.0096 -0.15
F 3.0688 -0.1394 0.0263 0.03
H -3.8073 0.4758 -0.6216 0.09
H -3.4326 -1.2381 -0.2237 0.07
H -3.6227 -0.1338 1.1215 0.08
H 1.0820 1.5795 0.2667 0.11
H 1.4853 -1.4184 -0.0865 0.12
```

Its largest force on an atom is 0.083 Eh/bohr. For the energy, the calculation gives -7980.7819 eV. Its SMILES is CC#C/C=C/F.